Entry P
DFT (ωB97M-V/def2-TZVPD) results for 2 unconnected molecules or ions with the total composition C4H8BrN2.

Its charge is +1. As for the HOMO energy: -14.68 eV. Its HOMO-LUMO gap is 9.36 eV.

Each atom is followed by the atoms it is bonded to, with distances in Å.
Geometry (Å):
1 C 0.385 1.872 0.760  C2 1.493, N5 1.284, H8 1.016
2 C 0.383 0.420 1.108  C1 1.493, N6 1.481, H9 1.048, H10 1.038
3 C 0.577 0.783 -1.043  N5 1.321, N6 1.275, H11 1.086
4 C 0.657 -1.574 -0.508  N6 1.414, H12 1.124, H13 1.131, H14 1.147
5 N 0.449 1.988 -0.517  C1 1.284, C3 1.321
6 N 0.470 -0.199 -0.235  C2 1.481, C3 1.275, C4 1.414
7 Br -2.895 -0.882 -0.134  H15 1.348
8 H 0.478 2.495 1.557  C1 1.016
9 H 0.978 -0.132 1.771  C2 1.048
10 H -0.560 0.335 1.535  C2 1.038
11 H 0.844 0.731 -2.094  C3 1.086
12 H -0.055 -1.927 -1.303  C4 1.124
13 H 1.688 -1.747 -0.940  C4 1.131
14 H 0.438 -2.217 0.416  C4 1.147
15 H -3.836 0.054 -0.372  Br7 1.348



Entry Q
DFT (ωB97M-V/def2-TZVPD) results for 2 unconnected molecules or ions with the total composition C4H8BrN2.

Its charge is +1. As for the HOMO energy (alpha / beta): -14.23 / -13.95 eV. Its HOMO-LUMO gap (alpha / beta) is 8.67 / 8.63 eV.

Each atom is followed by the atoms it is bonded to, with distances in Å.
Geometry (Å):
1 C 1.571 -1.096 -0.255  C3 1.470, N5 1.263, H8 1.132
2 C -0.358 -1.053 0.857  N5 1.449, N6 1.516, H9 1.065, H10 1.224
3 C 1.000 0.214 -0.600  C1 1.470, N6 1.524, Br7 1.870
4 C -1.357 1.103 -0.077  N6 1.460, H12 1.122, H13 1.231, H14 1.125
5 N 0.840 -1.790 0.507  C1 1.263, C2 1.449
6 N -0.174 0.368 0.360  C2 1.516, C3 1.524, C4 1.460, H15 1.107
7 Br 1.981 1.739 -1.056  C3 1.870
8 H 2.631 -1.276 -0.606  C1 1.132
9 H -1.178 -1.632 0.501  C2 1.065
10 H -0.420 -1.172 2.073  C2 1.224
11 H 0.079 -0.366 -2.244  no bonds
12 H -2.022 1.321 0.799  C4 1.122
13 H -0.958 2.154 -0.579  C4 1.231
14 H -1.970 0.571 -0.856  C4 1.125
15 H 0.334 0.916 1.177  N6 1.107



Energy above the most stable structure, in kJ/mol: entry P 0.0; entry Q 343.3



Entry P
DFT (ωB97M-V/def2-TZVPD) results for 5 unconnected molecules or ions with the total composition CH8O5.

As for the HOMO energy: -8.89 eV. Its HOMO-LUMO gap is 3.75 eV.

Each atom is followed by the atoms it is bonded to, with distances in Å.
Geometry (Å):
1 O 1.388 -0.480 2.353  C2 1.134
2 C 1.135 -0.648 1.260  O1 1.134, O3 1.347
3 O 0.107 -0.058 0.622  C2 1.347, H6 0.999
4 H -1.271 -3.745 0.929  H5 0.730
5 H -1.705 -3.402 0.454  H4 0.730
6 H -0.325 -0.722 0.014  O3 0.999
7 H -0.516 -0.970 -2.553  O8 0.965
8 O -1.145 -0.700 -1.872  H7 0.965
9 H -1.372 0.593 -1.611  O11 1.077
10 H -0.804 2.085 -1.331  O11 0.970
11 O -1.599 1.552 -1.176  H9 1.077, H10 0.970
12 H 2.586 2.468 1.459  O14 0.955
13 H 1.542 1.590 0.730  O14 0.952
14 O 1.977 2.436 0.723  H12 0.955, H13 0.952



Entry Q
DFT (ωB97M-V/def2-TZVPD) results for 4 unconnected molecules or ions with the total composition CH8O5.

As for the HOMO energy: -10.65 eV. Its HOMO-LUMO gap is 11.14 eV. Its SMILES is O=CO.O.O.O.

Each atom is followed by the atoms it is bonded to, with distances in Å.
Geometry (Å):
1 O -2.011 0.060 -0.563  C2 1.198
2 C -2.568 0.537 0.384  O1 1.198, O3 1.332, H4 1.094
3 O -2.181 1.643 1.017  C2 1.332, H5 0.979
4 H -3.421 0.076 0.891  C2 1.094
5 H -1.243 1.838 0.818  O3 0.979
6 H 0.035 -0.224 1.264  O8 0.966
7 H 1.392 0.354 0.820  O8 0.971
8 O 0.555 0.590 1.251  H6 0.966, H7 0.971
9 H 2.144 -1.196 -0.247  O11 0.967
10 H 3.368 -0.260 -0.082  O11 0.960
11 O 2.683 -0.726 0.404  H9 0.967, H10 0.960
12 H 0.108 -0.173 -1.941  O14 0.963
13 H 0.642 -1.527 -2.401  O14 0.963
14 O 0.499 -0.991 -1.615  H12 0.963, H13 0.963



Energy above the most stable structure, in kJ/mol: entry P 727.5; entry Q 0.0



Entry P
DFT (ωB97M-V/def2-TZVPD) results for 2 unconnected molecules or ions with the total composition CH5N4O2.

Its charge is +1. As for the HOMO energy (alpha / beta): -14.77 / -14.51 eV. Its HOMO-LUMO gap (alpha / beta) is 8.34 / 7.78 eV.

Each atom is followed by the atoms it is bonded to, with distances in Å.
Geometry (Å):
1 C 1.640 0.564 1.010  N2 1.288, N4 1.356, O6 1.246
2 N 1.439 1.830 0.882  C1 1.288, H8 0.985, H9 1.152
3 N -1.007 -0.920 -1.523  N5 1.293, H10 0.980, H11 1.036
4 N 0.944 -0.449 0.438  C1 1.356, H12 1.007
5 N -1.049 -0.208 -0.445  N3 1.293, O7 1.162
6 O 2.560 -0.145 1.460  C1 1.246
7 O -1.874 0.518 -0.067  N5 1.162
8 H 0.588 2.165 0.517  N2 0.985
9 H 2.049 2.592 1.493  N2 1.152
10 H -0.189 -1.450 -1.630  N3 0.980
11 H -1.730 -1.248 -2.188  N3 1.036
12 H 0.664 -0.958 1.261  N4 1.007



Entry Q
DFT (ωB97M-V/def2-TZVPD) results for 2 unconnected molecules or ions with the total composition CH5N4O2.

Its charge is +1. As for the HOMO energy (alpha / beta): -13.64 / -14.27 eV. Its HOMO-LUMO gap (alpha / beta) is 7.60 / 8.85 eV.

Each atom is followed by the atoms it is bonded to, with distances in Å.
Geometry (Å):
1 C 0.141 -0.209 -0.487  N4 1.343, N5 1.329
2 N -2.588 1.409 0.441  N3 1.196, O6 1.152
3 N -1.408 1.334 0.258  N2 1.196, H8 1.034
4 N 0.636 -0.613 0.694  C1 1.343, O7 1.441, H9 0.992
5 N 0.955 -0.156 -1.537  C1 1.329, H10 1.033, H11 1.082
6 O -3.587 0.838 0.423  N2 1.152
7 O 2.001 -1.065 0.797  N4 1.441, H12 1.042
8 H -0.622 1.890 0.637  N3 1.034
9 H 0.132 -0.846 1.517  N4 0.992
10 H 0.640 0.234 -2.440  N5 1.033
11 H 1.841 -0.749 -1.349  N5 1.082
12 H 1.860 -2.067 1.046  O7 1.042



Energy above the most stable structure, in kJ/mol: entry P 0.0; entry Q 141.4



Entry P
DFT (ωB97M-V/def2-TZVPD) results for 3 unconnected molecules or ions with the total composition CH5N4O2.

Its charge is +1. As for the HOMO energy: -15.63 eV. Its HOMO-LUMO gap is 11.84 eV.

Each atom is followed by the atoms it is bonded to, with distances in Å.
Geometry (Å):
1 C 0.895 -2.992 -1.069  N2 1.162, O6 1.151
2 N 1.232 -4.056 -1.393  C1 1.162, H9 0.977
3 N -0.470 0.237 -0.902  N5 1.133, H10 1.075
4 N -0.085 2.417 -0.295  N5 1.173, H12 1.076
5 N -0.312 1.285 -0.502  N3 1.133, N4 1.173
6 O 0.529 -1.988 -0.641  C1 1.151
7 O -0.875 2.506 2.016  H8 0.979, H11 0.967
8 H -0.270 3.019 2.591  O7 0.979
9 H 1.682 -4.752 -1.908  N2 0.977
10 H -0.052 -0.753 -0.894  N3 1.075
11 H -1.734 2.282 2.396  O7 0.967
12 H -0.541 2.795 0.602  N4 1.076



Entry Q
DFT (ωB97M-V/def2-TZVPD) results for 2 unconnected molecules or ions with the total composition CH5N4O2.

Its charge is +1. As for the HOMO energy: -15.01 eV. Its HOMO-LUMO gap is 9.74 eV.

Each atom is followed by the atoms it is bonded to, with distances in Å.
Geometry (Å):
1 C 2.361 0.098 0.362  N3 1.205, O6 1.167
2 N -0.686 -0.690 0.073  N4 1.288, O7 1.384, H8 1.046
3 N 2.714 -0.831 -0.320  C1 1.205, H9 0.964
4 N -0.072 0.336 -0.407  N2 1.288, N5 1.268
5 N -0.646 1.463 -0.318  N4 1.268, H10 1.001, H11 0.992
6 O 1.847 0.800 1.139  C1 1.167
7 O -1.912 -0.523 0.692  N2 1.384, H12 0.965
8 H -0.518 -1.645 -0.318  N2 1.046
9 H 2.998 -0.770 -1.239  N3 0.964
10 H -1.579 1.401 0.038  N5 1.001
11 H 0.035 2.168 -0.468  N5 0.992
12 H -1.677 -0.940 1.529  O7 0.965



Energy above the most stable structure, in kJ/mol: entry P 0.0; entry Q 49.0



Entry P
DFT (ωB97M-V/def2-TZVPD) results for a gas-phase ion, C4H12N2O (charge +1).

Its charge is +1. As for the multiplicity: 2. As for the HOMO energy (alpha / beta): -14.34 / -14.33 eV. Its HOMO-LUMO gap (alpha / beta) is 11.28 / 6.62 eV.

Each atom is followed by the atoms it is bonded to, with distances in Å.
Geometry (Å):
1 C -0.328 -0.749 0.466  C2 1.548, N5 1.447, H8 1.091, H9 1.094
2 C -0.262 -1.604 -0.823  C1 1.548, C3 1.514, H10 1.093, H11 1.088
3 C -0.713 -0.785 -2.014  C2 1.514, O4 1.434, H12 1.109, H13 1.090
4 O -2.082 -0.465 -1.737  C3 1.434, H14 0.957
5 N 0.764 0.194 0.581  C1 1.447, C6 1.530, H15 1.025
6 C 0.805 1.104 1.811  N5 1.530, N7 1.397, H16 1.085, H17 1.103
7 N 1.773 2.110 1.858  C6 1.397, H18 1.015, H19 1.016
8 H -0.196 -1.424 1.313  C1 1.091
9 H -1.285 -0.221 0.440  C1 1.094
10 H 0.784 -1.908 -0.919  C2 1.093
11 H -0.880 -2.499 -0.818  C2 1.088
12 H -0.242 0.219 -2.030  C3 1.109
13 H -0.511 -1.292 -2.958  C3 1.090
14 H -2.489 0.023 -2.454  O4 0.957
15 H 0.944 0.760 -0.254  N5 1.025
16 H 0.797 0.418 2.651  C6 1.085
17 H -0.205 1.529 1.688  C6 1.103
18 H 2.590 1.803 2.377  N7 1.015
19 H 2.132 2.440 0.966  N7 1.016



Entry Q
DFT (ωB97M-V/def2-TZVPD) results for 2 unconnected molecules or ions with the total composition C4H12N2O.

Its charge is +1. As for the multiplicity: 2. As for the HOMO energy (alpha / beta): -13.82 / -13.82 eV. Its HOMO-LUMO gap (alpha / beta) is 9.29 / 5.30 eV.

Each atom is followed by the atoms it is bonded to, with distances in Å.
Geometry (Å):
1 C 1.349 0.319 1.630  C2 1.620, H7 1.094, H8 1.261, H9 1.123
2 C 0.731 0.360 0.133  C1 1.620, C3 1.519, H10 1.052, H11 1.196
3 C -0.593 -0.381 0.218  C2 1.519, N6 1.470, H12 1.151, H13 1.087
4 N -2.957 -2.472 -0.184  C5 1.489, H14 1.065, H15 1.038
5 C -2.356 -1.459 -1.095  N4 1.489, N6 1.274, H16 1.101
6 N -1.540 -0.500 -0.899  C3 1.470, C5 1.274
7 H 0.892 -0.429 2.283  C1 1.094
8 H 2.521 -0.139 1.546  C1 1.261
9 H 1.613 1.305 2.098  C1 1.123
10 H 0.500 1.270 -0.343  C2 1.052
11 H 1.391 -0.236 -0.666  C2 1.196
12 H -1.085 0.469 0.819  C3 1.151
13 H -0.624 -1.258 0.860  C3 1.087
14 H -2.660 -3.434 -0.534  N4 1.065
15 H -2.744 -2.104 0.762  N4 1.038
16 H -2.528 -1.561 -2.177  C5 1.101
17 H 2.681 3.830 -0.761  O19 1.023
18 H 2.568 2.738 -1.930  O19 0.998
19 O 2.841 3.682 -1.761  H17 1.023, H18 0.998



Entry R
DFT (ωB97M-V/def2-TZVPD) results for 2 unconnected molecules or ions with the total composition C4H12N2O.

Its charge is +1. As for the multiplicity: 2. As for the HOMO energy (alpha / beta): -13.62 / -13.09 eV. Its HOMO-LUMO gap (alpha / beta) is 8.83 / 4.63 eV.

Each atom is followed by the atoms it is bonded to, with distances in Å.
Geometry (Å):
1 C -0.645 -2.094 -0.992  C2 1.530, N6 1.498, H7 1.113, H8 1.101
2 C 0.732 -1.566 -0.584  C1 1.530, C3 1.530, H9 1.156, H10 1.120
3 C 0.520 -0.278 0.216  C2 1.530, N5 1.403, H11 1.079, H12 1.051
4 C -0.813 -0.027 2.188  N5 1.233, H13 1.098, H14 1.186
5 N 0.170 -0.437 1.565  C3 1.403, C4 1.233
6 N -1.245 -2.750 0.214  C1 1.498, H15 0.985, H16 1.059
7 H -0.453 -2.831 -1.804  C1 1.113
8 H -1.366 -1.392 -1.437  C1 1.101
9 H 1.490 -2.248 -0.039  C2 1.156
10 H 1.288 -1.138 -1.457  C2 1.120
11 H -0.209 0.265 -0.366  C3 1.079
12 H 1.376 0.318 0.345  C3 1.051
13 H -1.586 0.481 1.596  C4 1.098
14 H -0.827 0.400 3.294  C4 1.186
15 H -1.109 -3.722 0.125  N6 0.985
16 H -2.139 -2.296 0.557  N6 1.059
17 H 0.781 6.471 -1.392  O19 0.963
18 H 0.839 5.469 -2.540  O19 0.957
19 O 1.335 5.790 -1.788  H17 0.963, H18 0.957



Energy above the most stable structure, in kJ/mol: entry P 0.0; entry Q 245.0; entry R 201.2



Entry P
DFT (ωB97M-V/def2-TZVPD) results for 2 unconnected molecules or ions with the total composition C7H11FN2.

As for the HOMO energy (alpha / beta): -6.88 / -6.88 eV. Its HOMO-LUMO gap (alpha / beta) is 7.29 / 7.29 eV.

Each atom is followed by the atoms it is bonded to, with distances in Å.
Geometry (Å):
1 C -3.180 1.278 -0.541  C2 1.363, C3 1.519, H11 1.060
2 C -3.485 0.838 0.712  C1 1.363, N8 1.349, H12 0.989
3 C -2.290 0.169 -1.073  C1 1.519, N9 1.466, H13 1.153, H16 1.151
4 C 2.445 1.629 0.807  C7 1.335, H14 1.086, H15 1.066
5 C 2.784 -0.838 0.137  C7 1.504, H17 1.150, H18 0.997, H19 1.040
6 C -1.270 -1.689 0.225  N9 1.304, H20 1.117, H21 1.156
7 C 2.107 0.504 0.174  C4 1.335, C5 1.504, F10 1.342
8 N -2.639 -0.115 1.157  C2 1.349, N9 1.315
9 N -1.939 -0.572 0.142  C3 1.466, C6 1.304, N8 1.315
10 F 1.095 0.583 -0.705  C7 1.342
11 H -3.850 1.835 -1.145  C1 1.060
12 H -4.188 1.144 1.336  C2 0.989
13 H -2.881 -0.608 -1.687  C3 1.153
14 H 3.355 1.710 1.394  C4 1.086
15 H 1.894 2.541 0.820  C4 1.066
16 H -1.326 0.454 -1.634  C3 1.151
17 H 2.320 -1.595 0.868  C5 1.150
18 H 3.777 -0.864 0.222  C5 0.997
19 H 2.651 -1.413 -0.720  C5 1.040
20 H -1.000 -2.164 -0.750  C6 1.117
21 H -1.220 -2.277 1.218  C6 1.156



Entry Q
DFT (ωB97M-V/def2-TZVPD) results for C7H11FN2 in the gas phase.

As for the HOMO energy: -9.79 eV. Its HOMO-LUMO gap is 10.64 eV. Its SMILES is C=C(CC)[C@@](N)(C#N)CF.

Each atom is followed by the atoms it is bonded to, with distances in Å.
Geometry (Å):
1 C -0.146 1.698 -0.237  C7 1.450, N8 1.128
2 C 0.859 -1.743 -0.219  C3 1.313, H11 1.114, H12 1.087
3 C 0.106 -0.695 0.023  C2 1.313, C5 1.555, C7 1.488
4 C 0.180 0.064 2.555  C5 1.496, H13 1.132, H14 1.152, H15 1.142
5 C -0.576 -0.533 1.411  C3 1.555, C4 1.496, H16 1.184, H17 1.061
6 C 0.800 0.463 -2.155  C7 1.523, F10 1.383, H18 1.153, H19 1.117
7 C -0.106 0.426 -0.932  C1 1.450, C3 1.488, C6 1.523, N9 1.488
8 N -0.145 2.750 0.172  C1 1.128
9 N -1.549 0.398 -1.292  C7 1.488, H20 1.043, H21 0.987
10 F 2.084 0.842 -1.807  C6 1.383
11 H 1.465 -1.877 -1.145  C2 1.114
12 H 1.084 -2.380 0.632  C2 1.087
13 H 1.277 -0.200 2.651  C4 1.132
14 H -0.266 -0.151 3.595  C4 1.152
15 H 0.159 1.204 2.616  C4 1.142
16 H -1.463 0.176 1.075  C5 1.184
17 H -0.855 -1.520 1.685  C5 1.061
18 H 0.394 1.338 -2.786  C6 1.153
19 H 0.720 -0.514 -2.691  C6 1.117
20 H -2.013 0.668 -2.186  N9 1.043
21 H -2.005 -0.416 -0.967  N9 0.987



Energy above the most stable structure, in kJ/mol: entry P 229.2; entry Q 0.0